Formula: C5H10N2S
Source: the Open Molecules 2025 dataset
Level of theory: ωB97M-V/def2-TZVPD

Geometry as XYZ:
```
18
Properties=species:S:1:pos:R:3:nbo_charge:R:1
C -1.716 -3.260 -2.081 -0.08
N -0.899 -2.508 -1.405 -0.54
S -0.516 -2.504 0.221 -0.20
H -2.116 -2.968 -3.032 0.20
H -1.917 -4.292 -1.596 0.20
H -0.707 -1.666 -1.919 0.42
C 0.325 2.784 1.009 -0.61
C 0.295 1.258 0.803 -0.34
C 1.476 0.519 1.422 -0.58
C 0.253 0.829 -0.585 0.35
N -0.005 0.557 -1.681 -0.40
H 1.143 3.363 0.447 0.22
H 0.383 3.250 1.990 0.23
H -0.615 3.048 0.521 0.22
H -0.620 0.763 1.267 0.26
H 1.677 0.754 2.366 0.20
H 2.276 0.668 0.836 0.20
H 1.283 -0.595 1.414 0.23
```

HOMO-LUMO gap (spin up / spin down) = 8.096 / 8.097 eV
HOMO level (spin up / spin down) = -8.031 / -8.032 eV
E_tot = -19160.0665 eV
LUMO (spin up / spin down) = 0.002 / 0.002 Ha
Net charge = 0
SMILES = C=[NH+][S-].CC(C)C#N

Formula: C5H10N2S
Source: the Open Molecules 2025 dataset
Level of theory: ωB97M-V/def2-TZVPD

Geometry as XYZ:
```
18
Properties=species:S:1:pos:R:3:nbo_charge:R:1
C -0.493 -1.461 -0.316 -0.70
C 0.185 -0.096 -0.323 -0.10
C 1.090 0.346 0.575 -0.18
C 1.337 -0.403 1.753 -0.53
C -0.303 0.972 -1.370 0.43
H -1.367 -1.161 0.542 0.23
H 0.162 -2.420 0.216 0.25
H -0.933 -1.897 -1.400 0.26
H 1.506 1.327 0.681 0.24
H 2.481 -0.486 1.949 0.23
H 0.771 -1.368 1.824 0.23
H -0.378 0.206 3.193 0.13
H -2.175 1.414 -2.183 0.36
H -1.853 -0.426 -1.644 0.37
H 0.118 2.450 -2.691 0.37
N -1.431 0.324 -2.145 -0.84
N 0.379 1.916 -1.796 -0.68
S 0.904 0.764 3.135 -0.05
```

HOMO-LUMO gap = 9.253 eV
HOMO level = -8.740 eV
E_tot = -19158.0070 eV
LUMO = 0.019 Ha
Net charge = 0

Formula: C5H10N3
Source: the Open Molecules 2025 dataset
Level of theory: ωB97M-V/def2-TZVPD

Geometry as XYZ:
```
18
Properties=species:S:1:pos:R:3:nbo_charge:R:1
N -1.041 -2.116 1.008 -0.76
C -0.591 -1.030 0.407 0.50
N -1.336 -0.539 -0.537 -0.59
C -1.046 0.552 -1.387 0.18
N -0.550 1.720 -0.751 -0.56
C 0.645 0.955 -0.941 -0.09
C 1.600 0.310 0.223 -0.39
C 0.723 -0.452 1.145 -0.48
H -0.545 -2.600 1.760 0.41
H -1.877 -2.719 0.762 0.43
H -1.366 0.462 -2.359 0.25
H -1.020 1.969 0.116 0.44
H -0.724 2.573 -1.314 0.44
H 1.255 1.416 -1.839 0.25
H 2.294 1.002 0.561 0.25
H 2.027 -0.349 -0.480 0.24
H 0.278 0.092 1.950 0.24
H 1.272 -1.247 1.676 0.25
```

HOMO-LUMO gap = 9.304 eV
HOMO level = -12.545 eV
E_tot = -9807.6128 eV
LUMO = -0.119 Ha
Net charge = +1
SMILES = NC1=N[C@H]2[NH2+][C@H]2CC1

Formula: C5H10N3
Source: the Open Molecules 2025 dataset
Level of theory: ωB97M-V/def2-TZVPD

Geometry as XYZ:
```
18
Properties=species:S:1:pos:R:3:nbo_charge:R:1
H -1.461 0.461 -2.474 0.37
N -1.117 0.504 -1.559 -0.70
C -0.992 1.718 -1.134 0.26
N -0.828 1.907 0.236 -0.38
C 0.064 1.442 0.940 0.18
C 1.170 0.390 0.517 -0.59
C 0.519 -0.886 0.229 0.55
C -0.580 -1.345 1.073 -0.73
N 1.112 -1.613 -0.653 -0.65
H -1.215 2.550 -1.814 0.21
H -0.180 1.537 2.024 0.21
H 1.959 0.718 -0.236 0.26
H 1.642 0.343 1.491 0.28
H -0.866 -2.398 0.951 0.27
H -1.364 -0.762 0.504 0.32
H -0.523 -0.766 1.986 0.27
H 1.936 -1.237 -1.054 0.42
H 0.724 -2.564 -1.028 0.45
```

HOMO-LUMO gap = 9.843 eV
HOMO level = -13.892 eV
E_tot = -9809.0760 eV
LUMO = -0.149 Ha
Net charge = +1
SMILES = [H]/N=C/N=C\CC(C)=[NH2+]

Formula: C5H10N3
Source: the Open Molecules 2025 dataset
Level of theory: ωB97M-V/def2-TZVPD

Geometry as XYZ:
```
18
Properties=species:S:1:pos:R:3:nbo_charge:R:1
C 1.522 -0.646 0.641 -0.60
C 0.322 0.071 -0.006 -0.14
C 0.271 1.101 -1.114 -0.43
C -0.208 1.399 0.245 -0.03
N -1.957 1.008 0.370 -0.40
N -2.024 -0.306 -0.004 -0.37
C -0.904 -0.874 -0.126 0.49
N -0.841 -2.198 -0.206 -0.76
H 1.256 -0.865 1.627 0.23
H 2.296 0.226 0.417 0.24
H 1.788 -1.492 -0.033 0.24
H -0.359 0.930 -1.953 0.26
H 1.243 1.671 -1.509 0.27
H 0.088 2.179 0.913 0.26
H -2.038 0.995 1.423 0.43
H -2.598 1.787 -0.102 0.46
H -0.039 -2.608 0.174 0.41
H -1.616 -2.779 -0.419 0.43
```

HOMO-LUMO gap = 10.774 eV
HOMO level = -13.929 eV
E_tot = -9807.7495 eV
LUMO = -0.116 Ha
Net charge = +1
SMILES = C[C@]12C[C@H]1[NH2+]N=C2N

Formula: C5H10N3
Source: the Open Molecules 2025 dataset
Level of theory: ωB97M-V/def2-TZVPD

Geometry as XYZ:
```
18
Properties=species:S:1:pos:R:3:nbo_charge:R:1
C 0.124 2.259 -1.058 0.00
C -0.488 0.950 -1.034 -0.04
C 1.081 -1.620 1.991 0.70
C 1.045 2.680 -0.219 -0.23
C -1.367 -1.095 -0.236 -0.47
N 1.588 -0.889 1.150 -0.82
N 0.612 -2.287 2.866 -0.64
N -0.488 0.044 -0.149 -0.40
H -0.209 2.932 -1.873 0.24
H -1.250 0.815 -1.841 0.21
H 1.239 3.689 -0.328 0.20
H 1.445 2.202 0.594 0.19
H -0.809 -2.090 -0.366 0.25
H -1.834 -1.299 0.771 0.25
H -2.142 -1.110 -1.110 0.25
H 2.498 -1.089 0.756 0.44
H 0.670 -2.211 3.857 0.44
H 0.452 -0.075 0.451 0.44
```

HOMO-LUMO gap (spin up / spin down) = 8.587 / 6.790 eV
HOMO level (spin up / spin down) = -11.197 / -14.649 eV
E_tot = -9805.2497 eV
Multiplicity = 3
LUMO (spin up / spin down) = -0.096 / -0.289 Ha
Net charge = +1
Expectation value of S² = 2.009